1.
Computed, not measured: a cluster of 2 separate species, CH2N2O3S in total in a non-equilibrium geometry, with ωB97M-V/def2-TZVPD.

Positions of all 9 atoms, in Å:
C1 -1.666 1.055 -0.057
N1 -1.793 -0.102 0.155
N2 0.911 -0.591 -0.930
O1 -1.355 2.122 -0.320
O2 0.813 -1.506 0.049
O3 2.386 0.525 0.743
S1 1.795 0.655 -0.611
H1 1.292 -1.313 0.813
H2 -2.384 -0.844 0.158

=====

2.
Computed, not measured: a structure of composition CH2N2O3S in a non-equilibrium geometry, with ωB97M-V/def2-TZVPD.

Positions of all 9 atoms, in Å:
C1 -2.122 -0.980 -0.180
N1 -1.642 -0.298 -1.072
N2 1.949 0.165 0.056
O1 -2.749 -1.621 0.534
O2 0.181 1.945 -0.605
O3 -0.352 0.387 1.288
S1 0.094 0.651 -0.025
H1 1.943 -0.686 0.563
H2 2.699 0.438 -0.559

=====

3.
Computed, not measured: the molecule CH2N2O3S in a non-equilibrium geometry, with ωB97M-V/def2-TZVPD.

Positions of all 9 atoms, in Å:
N1 -1.817 -0.052 0.041
C1 -0.729 0.608 -0.269
O1 -0.417 1.726 -0.443
N2 0.533 -0.681 -0.465
S1 1.884 -0.385 0.112
O2 2.907 -1.337 -0.173
O3 2.122 0.722 0.986
H1 -1.798 -1.057 0.069
H2 -2.686 0.456 0.141

Properties
* SMILES: NC(=O)N=S(=O)=O

=====

4.
Computed, not measured: the molecule CH2N2O3Si in a non-equilibrium geometry, with ωB97M-V/def2-TZVPD.

Positions of all 9 atoms, in Å:
N1 -1.043 2.909 0.204
C1 -0.616 1.889 -0.071
Si1 0.355 0.221 -0.416
O1 1.547 0.146 0.623
N2 -0.773 -1.120 0.053
O2 -1.516 -1.364 -0.924
O3 -0.502 -1.925 0.931
H1 0.859 -0.094 -1.677
H2 1.689 -0.661 1.277

Properties
* SMILES: N#C[Si@@H](O)[N+](=O)[O-]

=====

5.
Computed, not measured: the molecule CH2N2OS in a non-equilibrium geometry, with ωB97M-V/def2-TZVPD.

Positions of all 7 atoms, in Å:
C1 -0.107 -2.607 0.878
N1 0.187 -3.296 1.733
N2 0.377 -0.182 -0.093
O1 -1.669 -1.729 -1.095
S1 -0.285 -1.811 -0.850
H1 -0.091 0.643 -0.459
H2 0.157 -0.107 0.897

=====

6.
Computed, not measured: a cluster of 2 separate species, CH2N2OS2 in total in a non-equilibrium geometry, with ωB97M-V/def2-TZVPD.

Positions of all 8 atoms, in Å:
C1 1.644 0.199 -0.161
N1 -1.841 1.200 0.523
N2 1.066 1.050 -0.763
O1 -1.503 0.134 0.780
S1 2.279 -1.072 0.463
S2 -1.574 -1.411 -0.494
H1 0.914 2.033 -0.798
H2 -0.985 -2.134 0.451

=====

7.
Computed, not measured: a cluster of 2 separate species, CH2N2OS2 in total in a non-equilibrium geometry, with ωB97M-V/def2-TZVPD.

Positions of all 8 atoms, in Å:
C1 -1.228 0.260 -0.614
N1 2.787 -0.163 -0.016
N2 2.583 0.673 -0.710
O1 3.002 -1.034 0.706
S1 -2.171 -1.018 -0.022
S2 -1.137 1.657 0.302
H1 -1.921 -1.849 -1.044
H2 -1.916 1.474 1.399

=====

8.
Computed, not measured: the molecule CH2N2S in a non-equilibrium geometry, with ωB97M-V/def2-TZVPD.

Positions of all 6 atoms, in Å:
N1 -2.353 0.134 0.737
C1 -1.246 0.244 0.254
N2 -0.088 0.102 -0.405
S1 1.255 -0.707 0.553
H1 0.468 0.977 -0.540
H2 1.964 -0.751 -0.598

Properties
* SMILES: N#CNS

=====

9.
Computed, not measured: a cluster of 2 separate species, CH2N2S2 in total in a non-equilibrium geometry, with ωB97M-V/def2-TZVPD.

Positions of all 7 atoms, in Å:
C1 0.363 -0.055 0.234
N1 -2.122 -1.338 -0.271
N2 -2.215 -0.490 0.421
S1 0.647 1.617 0.175
S2 1.462 -1.297 -0.155
H1 -0.609 1.965 0.068
H2 2.474 -0.401 -0.471

=====

10.
Computed, not measured: the molecule CH2N2S2 in a non-equilibrium geometry, with ωB97M-V/def2-TZVPD.

Positions of all 7 atoms, in Å:
N1 -1.444 -1.768 0.337
C1 -0.920 -0.762 0.185
N2 -0.253 0.318 -0.071
S1 -0.551 1.934 0.216
S2 1.684 -0.449 0.422
H1 0.168 2.240 -0.824
H2 1.315 -1.512 -0.264

Properties
* SMILES: N#CN(S)S

=====

11.
Computed, not measured: the ion CH2N3O with charge -1 in a non-equilibrium geometry, with ωB97M-V/def2-TZVPD.

Positions of all 7 atoms, in Å:
N1 -1.563 -0.925 3.067
C1 -1.177 -0.771 1.984
N2 -0.916 -0.690 0.698
N3 0.311 -0.234 0.251
O1 -2.302 -0.515 -0.047
H1 0.531 -0.954 -0.431
H2 0.255 0.799 -0.049

Properties
* total charge: -1
* SMILES: N#CN(N)[O-]

=====

12.
Computed, not measured: the ion CH2N3O2 with charge +1 in a non-equilibrium geometry, with ωB97M-V/def2-TZVPD.

Positions of all 8 atoms, in Å:
O1 -1.347 1.480 -0.417
N1 -0.543 0.615 -0.464
C1 0.249 0.000 0.644
O2 0.991 -0.973 0.034
N2 0.567 -1.036 -1.212
N3 -0.291 -0.201 -1.520
H1 0.764 0.648 1.508
H2 -0.389 -0.532 1.427

Properties
* total charge: +1
* SMILES: O=[N+]1CON=N1

=====

What relative energy (zero: lowest compared OMol25 entry of this formula, charge and spin) values result from the calculations? In sequence: 187.75, 266.75, 112.32, 72.52, 59.93, 351.37, 269.78, 69.37, 116.26, 233.60, 173.82, 203.56 kJ/mol.